Computed, not measured: a 6-piece molecular cluster, H12O6 overall, with ωB97M-V/def2-TZVPD.

Output
charge = 0
HOMO energy = -10.82 eV
energy relative to the best compared isomer or geometry (same formula, charge and spin) = 24.5 kcal per mole
F_max = 0.88 eV Å⁻¹

The geometry in XYZ format:
```
18
Properties=species:S:1:pos:R:3:forces:R:3:nbo_charge:R:1
O 0.546 0.714 -0.400 0.128 -0.151 -0.055 -0.985
H -0.265 0.962 0.045 -0.387 0.279 0.438 0.506
H 0.274 0.066 -1.050 -0.327 -0.363 -0.480 0.501
O 2.488 2.559 -0.494 0.623 0.613 -0.114 -0.959
H 1.726 2.040 -0.752 -0.360 -0.251 0.019 0.489
H 2.945 2.012 0.145 0.061 -0.041 0.146 0.454
O 2.416 -1.404 -0.156 0.074 -0.435 -0.069 -0.970
H 1.966 -0.563 -0.069 -0.371 0.554 0.284 0.490
H 3.342 -1.173 -0.232 0.263 -0.098 -0.118 0.478
O -3.052 -1.235 1.092 0.036 -0.005 0.254 -0.933
H -3.991 -1.310 0.924 -0.271 -0.134 -0.048 0.468
H -2.775 -0.479 0.575 0.249 0.092 -0.247 0.465
O 0.049 -1.962 -1.781 -0.355 0.335 -0.206 -0.979
H 0.897 -1.927 -1.339 0.704 -0.185 0.280 0.492
H -0.135 -2.897 -1.874 -0.158 -0.145 -0.023 0.480
O -1.951 1.748 1.526 0.273 0.058 -0.458 -0.950
H -1.621 1.404 2.357 0.107 -0.124 0.290 0.482
H -2.858 1.445 1.484 -0.288 0.001 0.108 0.473
```
Positions in Å, forces in eV/Å.